Record 1
Molecular formula: C12H18N4O2S3
Method: DFT, ωB97M-V with the def2-TZVPD basis set

Structure (XYZ):
```
39
Properties=species:S:1:pos:R:3
S 0.30 2.92 1.15
S -2.13 -4.07 1.22
S -0.68 3.09 -4.12
O -3.02 -2.92 1.01
O -2.70 -5.03 2.18
N 2.51 1.65 -0.07
N -2.28 4.26 -2.45
N 0.82 2.49 -1.37
N -0.69 -3.56 1.93
C -0.39 3.18 -1.32
C -1.20 3.51 -2.51
C -0.83 3.46 -0.06
C -1.70 -4.89 -0.30
C 3.01 -0.21 1.46
C -2.12 3.86 -4.74
C 1.33 2.34 -0.16
C -0.37 -2.18 1.56
C -2.83 4.42 -3.73
C 1.17 -1.97 1.72
C 3.20 1.29 1.21
C 1.53 -0.55 1.39
H 4.24 1.48 1.13
H 1.01 0.02 2.09
H -1.28 -4.14 -0.96
H 1.72 -2.69 1.08
H -0.89 -1.50 2.25
H -2.46 3.93 -5.77
H 3.45 -0.45 2.43
H 2.87 1.34 -0.96
H -0.89 -3.64 2.91
H -2.62 -5.28 -0.75
H -1.78 3.87 0.19
H -3.72 4.96 -3.93
H -0.95 -5.72 -0.10
H 1.49 -2.18 2.75
H 1.13 -0.33 0.38
H -0.64 -1.92 0.54
H 3.58 -0.78 0.67
H 2.81 1.94 2.05
```

E_HOMO = -7.9 eV
total charge = 0
SMILES string = CS(=O)(=O)NCCCCCNc1nc(-c2nccs2)cs1

=====

Record 2
Molecular formula: CH6O2SSi
Method: DFT, ωB97M-V with the def2-TZVPD basis set

Structure (XYZ):
```
11
Properties=species:S:1:pos:R:3
S 0.85 -0.56 1.02
Si -1.26 1.45 0.23
O -0.68 0.07 0.68
O 1.88 0.39 0.74
C 0.84 -1.63 -0.48
H 1.07 -0.80 -1.14
H -2.65 1.28 0.68
H -0.92 1.78 -1.68
H -0.91 2.58 1.09
H -0.01 -2.23 -0.54
H 1.80 -2.32 -0.60
```

E_HOMO = -9.7 eV
energy relative to the best compared isomer or geometry (same formula, charge and spin) = 20.0 kcal/mol
total charge = 0

=====

Record 3
Molecular formula: C3H5CsO4
Method: DFT, ωB97M-V with the def2-TZVPD basis set

Structure (XYZ):
```
13
Properties=species:S:1:pos:R:3
Cs -6.70 -2.21 -0.55
O -2.76 0.09 -0.05
O 3.68 -0.31 0.52
O -0.73 -0.83 -0.15
O -0.93 1.34 0.08
C 0.49 1.21 -0.08
C 0.76 -0.29 0.04
C -1.55 0.18 -0.13
H 0.97 -0.59 1.08
H 3.79 -1.27 0.45
H 0.98 1.79 0.71
H 0.76 1.60 -1.07
H 1.24 -0.71 -0.85
```

E_HOMO (alpha / beta) = -1.8 / -3.1 eV
energy relative to the best compared isomer or geometry (same formula, charge and spin) = 34.5 kcal/mol
total charge = -1
multiplicity = 2

=====

Record 4
Molecular formula: C41H84N4O24
Method: DFT, ωB97M-V with the def2-TZVPD basis set

Structure (XYZ):
```
153
Properties=species:S:1:pos:R:3
O -15.64 24.85 19.93
O -24.29 24.44 22.67
O -23.52 24.47 24.85
O -20.36 20.68 19.87
O -19.54 27.36 21.58
O -18.40 14.65 22.25
O -19.08 18.79 16.48
O -12.85 27.68 17.13
O -12.80 26.33 20.43
O -22.14 14.67 19.53
O -17.23 20.04 16.11
O -16.93 18.22 17.09
O -19.44 14.70 24.30
O -18.40 21.40 18.98
O -21.23 16.53 18.53
O -21.47 16.56 20.66
O -19.43 29.45 19.30
O -16.04 26.59 16.52
O -22.30 23.49 23.12
O -20.62 26.83 12.63
O -18.36 31.07 17.51
O -19.54 12.91 22.89
O -20.40 22.59 18.97
O -18.73 27.03 15.20
N -22.49 26.17 17.80
N -16.10 18.21 20.48
N -19.15 20.02 23.62
N -23.71 21.35 18.95
C -23.49 20.66 19.81
C -20.20 27.03 15.08
C -14.61 24.59 20.86
C -23.33 24.23 23.66
C -17.89 19.03 16.52
C -23.44 25.52 17.86
C -20.77 26.18 13.96
C -20.95 15.94 17.29
C -19.04 31.54 18.57
C -18.07 20.46 23.61
C -19.80 19.43 20.36
C -21.61 15.81 19.56
C -18.25 27.82 16.33
C -12.23 27.28 18.33
C -21.93 16.06 21.92
C -16.70 20.96 23.62
C -15.16 20.10 18.94
C -22.20 23.07 21.80
C -19.59 21.53 19.22
C -15.69 19.04 19.79
C -13.82 25.89 21.32
C -13.34 26.98 19.29
C -17.82 16.03 22.23
C -19.12 14.17 23.24
C -17.87 21.10 15.43
C -21.14 25.97 11.65
C -12.48 26.86 16.00
C -17.31 31.95 17.10
C -24.62 24.60 17.91
C -25.51 25.18 22.86
C -16.14 23.68 19.29
C -20.08 12.13 23.89
C -20.13 30.65 19.01
C -17.30 17.12 17.91
C -16.67 27.83 16.29
C -19.82 23.84 18.50
C -19.49 27.24 20.21
C -20.32 28.36 19.67
C -18.56 26.62 22.29
C -16.34 25.57 15.64
C -23.27 19.78 20.93
H -16.27 28.05 15.30
H -16.50 31.70 17.78
H -16.15 25.88 14.62
H -14.50 26.67 21.66
H -19.44 18.70 19.63
H -18.44 27.34 17.29
H -18.60 25.58 21.95
H -14.91 19.54 18.04
H -16.25 28.41 17.11
H -15.91 20.89 18.82
H -17.10 31.53 16.12
H -17.33 25.15 15.80
H -13.02 27.26 15.14
H -16.63 23.04 20.03
H -18.81 19.65 20.75
H -17.68 22.06 15.90
H -14.06 26.33 18.80
H -20.03 15.38 17.43
H -23.26 18.75 20.59
H -13.27 25.80 22.26
H -17.23 16.16 23.14
H -20.84 26.44 10.72
H -13.90 27.89 19.50
H -14.00 23.77 20.47
H -15.20 24.15 21.66
H -20.44 30.98 20.00
H -20.42 11.23 23.38
H -21.81 25.89 14.13
H -16.89 24.17 18.67
H -17.56 33.01 17.04
H -26.04 24.81 23.74
H -22.55 16.82 22.39
H -24.16 23.61 17.91
H -19.10 23.82 17.69
H -11.40 26.82 15.90
H -17.58 27.04 22.09
H -21.79 22.08 21.62
H -12.83 25.84 16.10
H -20.60 28.04 14.95
H -24.15 19.88 21.56
H -17.88 17.65 18.67
H -19.36 11.85 24.65
H -21.70 23.81 21.18
H -26.19 24.91 22.05
H -17.94 16.37 17.43
H -16.72 22.00 23.96
H -21.18 28.67 20.26
H -16.31 20.94 22.61
H -18.96 21.01 15.37
H -14.26 20.56 19.34
H -20.91 24.90 11.66
H -20.92 30.58 18.27
H -16.16 20.27 24.26
H -20.60 24.58 18.31
H -20.81 16.71 16.53
H -20.93 12.63 24.36
H -15.69 24.74 15.89
H -22.23 25.97 11.72
H -19.33 24.22 19.40
H -22.43 20.11 21.55
H -16.38 16.68 18.28
H -15.45 23.13 18.65
H -22.44 15.11 21.76
H -20.34 18.81 21.08
H -18.50 27.12 19.76
H -17.22 16.16 21.33
H -18.73 26.46 23.36
H -25.41 26.26 22.83
H -19.97 26.29 20.00
H -20.66 26.65 15.99
H -18.31 31.67 19.37
H -11.78 26.30 18.15
H -25.36 24.86 17.15
H -20.88 27.95 18.83
H -11.49 28.04 18.57
H -23.22 23.10 21.40
H -24.99 24.68 18.93
H -19.49 32.52 18.44
H -17.64 21.22 14.38
H -20.18 25.26 13.94
H -21.74 15.26 16.98
H -21.27 15.86 22.76
H -18.61 16.78 22.18
H -18.71 28.80 16.24
```

E_HOMO = -9.4 eV
energy relative to the best compared isomer or geometry (same formula, charge and spin) = 0.0 kcal/mol
total charge = 0
SMILES string = COC(=O)OC.COC(=O)OC.COC(=O)OC.COC(=O)OC.COC(=O)OC.COCCOCCOC.COCCOCCOC.COCCOCCOC.CC#N.CC#N.CC#N.CC#N

=====

Record 5
Molecular formula: C7H16N2
Method: DFT, ωB97M-V with the def2-TZVPD basis set

Structure (XYZ):
```
25
Properties=species:S:1:pos:R:3
N -0.29 -1.27 0.75
N -0.79 -1.85 -0.41
C -1.29 -1.10 1.75
C 1.05 1.40 1.33
C -0.10 -2.89 -1.04
C 0.03 2.57 -1.16
C 1.83 0.74 0.22
C -0.39 1.01 -0.81
C 0.40 0.46 0.28
H -1.54 -0.11 1.68
H -1.84 -1.94 -0.33
H 0.19 2.69 -2.30
H 2.19 1.30 -0.71
H -1.47 0.97 -0.78
H -0.83 -1.25 2.69
H -0.77 3.29 -0.80
H -2.14 -1.75 1.65
H 0.99 2.91 -0.71
H 1.00 -2.70 -0.86
H -0.13 -2.70 -2.10
H 2.60 -0.11 0.53
H -0.45 -3.82 -0.84
H 1.13 1.13 2.32
H -0.20 0.53 -1.76
H 0.82 2.47 1.40
```

E_HOMO = -7.2 eV
energy relative to the best compared isomer or geometry (same formula, charge and spin) = 138.4 kcal/mol
total charge = 0

=====

Record 6
Molecular formula: C5H12N4
Method: DFT, ωB97M-V with the def2-TZVPD basis set

Structure (XYZ):
```
21
Properties=species:S:1:pos:R:3
N 1.83 -2.61 -1.67
N -0.65 -2.45 -0.92
N -0.83 -2.24 0.25
N -0.52 0.63 -1.43
C 0.85 1.17 0.44
C 1.46 -1.59 -2.12
C -0.48 1.10 -0.25
C 0.91 0.32 1.72
C -1.67 1.62 0.51
H 0.76 -0.73 1.47
H -2.52 1.77 -0.15
H 1.62 0.83 -0.25
H -1.94 0.90 1.28
H -0.12 -1.53 -1.54
H 0.16 0.64 2.44
H -1.43 2.56 1.00
H -0.66 -3.07 0.85
H 1.06 2.21 0.69
H 1.89 0.41 2.18
H -1.44 0.73 -1.87
H 1.71 -0.68 -2.64
```

E_HOMO (alpha / beta) = -8.2 / -8.2 eV
energy relative to the best compared isomer or geometry (same formula, charge and spin) = 102.9 kcal/mol
total charge = 0
SMILES string = [H]/N=C(\C)CC.[H]/N=N/[H].C#N

=====

Record 7
Molecular formula: C6H13NO
Method: DFT, ωB97M-V with the def2-TZVPD basis set

Structure (XYZ):
```
21
Properties=species:S:1:pos:R:3
O -0.73 -1.03 1.28
N 0.28 -0.94 -1.81
C -2.26 -0.89 -0.61
C 0.16 -1.71 -0.85
C 0.04 2.28 0.79
C 1.04 1.73 0.12
C 2.21 1.04 0.75
C -1.11 -1.62 0.06
H -1.97 0.15 -0.81
H 1.14 -1.02 -2.36
H -0.79 2.76 0.31
H 0.87 -2.38 -0.34
H 2.16 1.11 1.84
H 3.14 1.49 0.40
H -1.40 -2.65 0.31
H 0.03 2.32 1.87
H 1.03 1.73 -0.96
H 2.23 -0.01 0.46
H -0.43 -0.12 1.07
H -3.12 -0.88 0.05
H -2.49 -1.36 -1.56
```

E_HOMO = -9.6 eV
energy relative to the best compared isomer or geometry (same formula, charge and spin) = 50.2 kcal/mol
total charge = 0
SMILES string = [H]/N=C/[C@H](C)O.C=CC

=====

Record 8
Molecular formula: C10H13BrN4
Method: DFT, ωB97M-V with the def2-TZVPD basis set

Structure (XYZ):
```
28
Properties=species:S:1:pos:R:3
Br -1.55 -1.42 2.99
N -0.68 -2.77 -0.13
N 1.41 -3.11 0.89
N -1.57 -0.72 -0.20
N 0.66 -0.99 0.61
C 0.45 2.26 0.36
C 0.06 1.12 -0.32
C -1.63 -1.95 -0.51
C -0.50 -0.05 0.50
C 0.71 2.05 -2.41
C 1.04 3.28 -0.43
C -1.07 0.20 2.02
C 1.13 3.17 -1.78
C 0.46 -2.30 0.48
C 0.16 1.00 -1.68
H -0.23 0.81 2.55
H -0.74 -3.76 -0.19
H 1.55 -0.73 0.77
H 2.20 -2.79 1.54
H -0.09 0.07 -2.19
H 1.70 3.94 -2.15
H -2.21 0.00 -0.46
H -2.56 -2.31 -1.10
H 0.72 1.84 -3.47
H 1.41 4.15 0.10
H -2.06 0.67 1.95
H -0.03 2.42 1.43
H 1.27 -4.09 0.85
```

E_HOMO = -15.9 eV
energy relative to the best compared isomer or geometry (same formula, charge and spin) = 0.0 kcal/mol
total charge = +2
SMILES string = [NH2+]=C1N[C@@](CBr)(c2ccccc2)NC=[NH+]1

=====

Record 9
Molecular formula: C6H14CrO3
Method: DFT, ωB97M-V with the def2-TZVPD basis set

Structure (XYZ):
```
24
Properties=species:S:1:pos:R:3
Cr -0.48 -3.42 1.43
O -0.08 0.77 0.16
O -2.07 -1.95 1.12
O 2.45 0.73 -1.25
C -1.88 -0.62 0.70
C 1.81 1.88 -0.76
C 3.13 0.95 -2.46
C 1.05 1.53 0.50
C -3.38 -2.44 0.87
C -0.52 -0.12 1.15
H 0.40 -0.68 1.39
H 1.11 2.28 -1.52
H -3.65 -2.33 -0.20
H 2.55 2.66 -0.52
H -2.05 -0.54 -0.39
H -0.63 0.23 2.19
H -4.11 -1.87 1.47
H 0.71 2.44 1.01
H 3.90 1.74 -2.36
H -2.65 0.03 1.14
H 2.42 1.23 -3.26
H -3.40 -3.50 1.14
H 1.74 1.01 1.20
H 3.63 0.01 -2.74
```

E_HOMO (alpha / beta) = -12.3 / -11.1 eV
energy relative to the best compared isomer or geometry (same formula, charge and spin) = 0.0 kcal/mol
total charge = +1
multiplicity = 4

=====

Record 10
Molecular formula: C4H13N3O
Method: DFT, ωB97M-V with the def2-TZVPD basis set

Structure (XYZ):
```
21
Properties=species:S:1:pos:R:3
O -0.92 1.04 1.68
N 1.01 1.16 -1.93
N -0.49 -1.64 1.42
N -1.02 -0.89 0.33
C -1.10 0.58 0.57
C 1.14 0.45 -0.66
C -2.11 -1.57 -0.35
C 1.93 1.18 0.42
H -2.52 -0.93 -1.13
H 2.97 1.34 0.12
H -1.54 1.08 -0.30
H 0.47 -1.32 1.55
H -0.98 -1.37 2.27
H 0.08 -0.39 -0.50
H 1.92 1.23 -2.38
H 1.65 -0.50 -0.87
H -2.91 -1.85 0.34
H 1.49 2.15 0.66
H 0.68 2.10 -1.79
H -1.71 -2.47 -0.81
H 1.95 0.62 1.35
```

E_HOMO = -7.8 eV
energy relative to the best compared isomer or geometry (same formula, charge and spin) = 107.2 kcal/mol
total charge = 0

=====

Record 11
Molecular formula: C19H18CrO10P2
Method: DFT, ωB97M-V with the def2-TZVPD basis set

Structure (XYZ):
```
50
Properties=species:S:1:pos:R:3
Cr 1.37 -2.05 0.60
P 0.27 -4.35 -1.22
P -1.69 -3.21 0.57
O 0.52 -5.64 -1.86
O 1.42 -3.69 -0.43
O -2.65 -3.66 1.56
O 1.04 -0.99 -1.01
O -1.00 -4.45 -0.22
O -0.23 -3.20 -2.25
O 0.20 0.34 -2.56
O -0.51 -2.35 1.09
O -0.14 0.30 0.98
O -2.38 -2.38 -0.61
C 2.67 -0.65 1.79
C -2.70 1.05 0.41
C -2.13 1.84 -1.77
C 1.94 4.65 0.11
C 1.03 2.90 -1.28
C 1.45 3.99 1.23
C 3.51 -1.51 1.04
C -4.03 1.37 0.18
C -0.26 0.94 -0.27
C 1.72 4.10 -1.15
C 2.31 -2.79 2.52
C -1.73 1.27 -0.56
C 0.76 2.80 1.09
C -3.46 2.16 -2.00
C 1.93 -1.43 2.70
C 0.35 0.04 -1.39
C 3.31 -2.83 1.51
C -4.42 1.92 -1.03
C 0.54 2.24 -0.16
H -3.74 2.59 -2.95
H 1.87 -3.64 3.00
H 2.10 4.60 -2.03
H 4.16 -1.23 0.23
H 2.48 5.58 0.21
H 0.88 2.47 -2.26
H 0.39 2.29 1.97
H 2.55 0.41 1.64
H 1.15 -1.08 3.35
H -2.42 0.62 1.36
H 1.61 4.41 2.22
H -1.84 -2.43 -1.42
H -4.76 1.17 0.95
H -5.46 2.16 -1.21
H 0.32 -2.40 -2.15
H -1.39 2.01 -2.55
H -0.65 -0.53 0.98
H 3.71 -3.73 1.08
```

E_HOMO (alpha / beta) = -6.6 / -6.7 eV
energy relative to the best compared isomer or geometry (same formula, charge and spin) = 0.0 kcal/mol
total charge = -1
multiplicity = 4

=====

Record 12
Molecular formula: C8H12OS2
Method: DFT, ωB97M-V with the def2-TZVPD basis set

Structure (XYZ):
```
23
Properties=species:S:1:pos:R:3
S 1.32 -0.68 2.73
S -0.18 -2.51 -1.93
O -0.20 2.02 -0.14
C -1.07 -0.39 -0.38
C -2.44 1.71 0.33
C -1.09 1.06 0.20
C -0.72 -0.15 1.10
C 2.54 -0.04 -0.44
C 0.62 -0.59 1.22
C 0.25 -0.92 -1.13
C 1.32 -0.96 -0.03
H 2.27 0.91 -0.88
H -3.22 0.91 0.29
H 1.74 -1.90 0.27
H -0.13 -3.01 -0.67
H -2.06 -0.74 -0.80
H 0.64 1.63 -0.15
H -1.40 -0.43 1.85
H 3.00 0.30 0.53
H 0.66 -0.31 -1.91
H -2.67 2.47 -0.47
H -2.54 2.20 1.26
H 3.36 -0.57 -0.85
```

E_HOMO = -8.6 eV
energy relative to the best compared isomer or geometry (same formula, charge and spin) = 54.6 kcal/mol
total charge = 0
SMILES string = C[C@H]1C(=S)[C@@H]2[C@H]([C@@H]1S)[C@]2(C)O

=====

no.,strongest force on any atom (Eh/bohr)
1,0.081
2,0.089
3,0.052
4,0.086
5,0.085
6,0.073
7,0.051
8,0.132
9,0.040
10,0.083
11,0.010
12,0.076